Entry from the Open Molecules 2025 dataset: a structure of composition C47H50AsN4O2SZr at a distorted geometry (ωB97M-V/def2-TZVPD).

```
! RIJCOSX wB97M-V def2-TZVPD def2/J DEFGRID3
* xyz 3 1
Zr 0.09095 0.25168 -0.62611
As 2.00889 2.18157 -1.14006
S -1.88395 1.74878 -1.46010
O -2.10695 -6.13636 -2.64070
O 3.93752 -2.24164 -5.91369
N 0.61884 -0.60289 -2.65327
N 1.88177 0.72681 0.02036
N -2.39951 3.98025 -2.73687
N -1.08006 -1.68495 -0.83022
C 2.49016 3.73897 -0.08753
C -2.24408 -4.16036 -1.36509
C 4.39657 -0.23137 -1.52613
C -1.75112 2.79521 -2.83814
C 3.19099 -3.06446 -5.05835
C 0.48449 2.10842 2.79399
C 3.12355 5.98388 1.47482
C 2.48800 4.13720 -3.42346
C -1.10914 0.77463 1.56443
C 2.20511 -0.82766 -4.43766
C 1.40140 -2.77190 -3.31354
C 3.44713 1.97092 -2.43409
C 4.95779 2.99631 0.08609
C 3.45288 0.73019 1.92229
C 4.07598 5.01780 1.18269
C 1.40557 -0.07347 -3.60338
C -2.81828 -3.28169 -0.44759
C -1.84130 4.64923 -4.91917
C -1.12062 2.51660 -4.04545
C 5.37811 0.98325 -3.45100
C -0.47759 2.00493 1.79858
C -2.21020 -2.07032 -0.20775
C 4.49206 3.00289 -4.34300
C 4.38369 0.93378 -2.47877
C 3.48610 3.00877 -3.38593
C 1.52877 4.74464 0.12522
C 1.85856 5.83476 0.91796
C -2.85653 -5.50076 -1.63911
C -1.16232 3.43962 -5.07431
C 2.63359 0.06711 1.01853
C -1.10033 -3.74626 -2.03978
C 3.15222 -2.04070 2.07819
C 5.46224 2.00705 -4.38453
C 4.12035 0.00170 2.89672
C 2.26024 -2.20334 -4.25711
C -2.46945 4.89223 -3.72472
C 3.79879 3.90205 0.39863
C 3.44742 7.15383 2.35020
C 2.50205 -1.32185 1.08895
C -0.55077 -2.50939 -1.76273
C 0.21247 -0.23449 3.31857
C 0.19166 4.77823 -0.56538
C 3.96984 -1.37461 2.98412
C 0.56454 -1.96155 -2.57472
C 6.55280 2.04198 -5.40972
C -0.74503 -0.35104 2.32220
C 0.81752 0.99504 3.55590
H 3.39797 -0.64408 -1.34759
H 2.50311 4.61295 -4.40257
H -2.85866 -6.07073 -0.69886
H 5.07991 5.13652 1.56962
H -2.03034 0.75797 0.97710
H -2.87648 4.17357 -1.85995
H 3.04799 -3.11458 2.12701
H 4.47004 -2.78172 -6.50856
H -0.24172 3.78855 -0.71777
H 1.91114 -1.86101 0.33603
H -3.90467 -5.34895 -1.93296
H -0.68554 -4.38887 -2.80038
H 7.20499 2.89927 -5.24074
H 4.49830 -1.92987 3.74424
H 1.40567 1.00820 -3.67739
H -3.03514 5.78761 -3.50992
H 1.11590 6.60542 1.08465
H 2.59414 -3.80605 -5.60649
H 0.29659 5.24863 -1.54820
H 4.51804 7.33884 2.38462
H -2.48848 -6.99877 -2.84035
H 1.37066 -3.84392 -3.18021
H 4.75728 0.51770 3.59956
H -1.26415 -1.29367 2.19291
H -2.63338 -1.37774 0.50840
H 4.52109 3.80121 -5.07378
H 5.47259 3.34520 -0.81156
H 6.14197 2.14168 -6.41341
H 5.67487 3.01771 0.90452
H 1.45870 3.79457 -3.24753
H 0.46995 -1.09154 3.92397
H 2.81770 -0.34793 -5.18542
H 3.10931 6.96723 3.37062
H -0.79791 2.89059 1.26307
H 0.95663 3.06273 2.98509
H 3.52594 1.80723 1.89848
H -0.67810 3.21468 -6.01519
H -1.89533 5.37675 -5.71433
H 2.94924 8.05646 2.00114
H 4.67504 1.95925 -0.08385
H 5.02258 -1.02664 -1.92811
H -0.64174 1.55772 -4.17192
H 6.10773 0.18440 -3.48252
H 1.54398 1.08745 4.35135
H -0.51432 5.38025 0.00716
H 3.83156 -3.61726 -4.35506
H 4.81126 0.04340 -0.55341
H -3.72968 -3.53167 0.07672
H 7.16278 1.14274 -5.37385
H 2.71192 4.90458 -2.67863
*
```

Calculated values
HOMO energy ... -15.256 eV
HOMO-LUMO gap ... 6.781 eV



Entry from the Open Molecules 2025 dataset: a structure of composition C44H67AsCsF6N7O8S4 at a distorted geometry (ωB97M-V/def2-TZVPD).

```
! RIJCOSX wB97M-V def2-TZVPD def2/J DEFGRID3
* xyz 0 1
Cs -1.87459 -18.37593 37.09287
As -0.26085 -15.37388 33.82828
S 2.67752 -19.41523 36.30857
S -6.86913 -15.58662 30.16907
S -0.75513 -22.03123 36.29410
S -4.31861 -14.25645 38.52136
F -1.33421 -14.24009 34.67821
F 0.31361 -13.84167 33.01698
F -1.45034 -15.56928 32.47534
F 0.96789 -15.29000 35.22006
F -0.94085 -16.90717 34.59541
F 0.92234 -16.30135 32.87397
O -7.91751 -16.44920 29.63321
O -5.75680 -14.35042 38.55874
O -3.50319 -15.48134 38.80836
O -5.97429 -16.06906 31.23522
O 1.26062 -19.14325 36.53911
O 3.55249 -19.88920 37.39439
O -1.89113 -21.16752 36.55645
O 0.02582 -22.00198 35.00837
N -4.68431 -18.17493 33.50922
N 0.16226 -10.34204 37.52697
N -1.29244 -19.26725 26.66582
N -2.48870 -13.39063 30.31408
N 3.31161 -13.80033 34.81277
N 1.83012 -18.05506 31.39155
N 2.73856 -14.71211 27.92186
C -4.92309 -19.50566 33.69870
C 3.41488 -17.97154 35.47767
C -1.26617 -23.73628 36.59769
C 3.04067 -15.00935 29.17711
C -4.88473 -17.46243 34.71903
C -3.52810 -11.54731 38.79429
C 3.00209 -18.52706 30.83483
C -7.79096 -14.04828 30.76552
C -0.04283 -23.08824 38.71308
C -4.18634 -12.13933 30.58261
C -3.87863 -12.16517 29.20341
C -3.77774 -12.87696 39.67006
C -0.45406 -24.24655 37.82155
C 4.30646 -19.98379 34.20468
C -1.80182 -17.06207 26.77759
C -6.89207 -13.31269 28.61734
C -3.24258 -12.84322 31.29927
C 0.74783 -12.33525 38.18124
C 0.89797 -12.32397 36.76570
C -3.88410 -13.38361 36.99797
C 5.12435 -12.80224 34.06546
C 4.42774 -18.43392 34.33393
C 4.14954 -13.87902 35.84398
C -3.08807 -12.10307 37.38566
C -2.05688 -17.65453 27.96983
C -1.27000 -18.08067 25.94221
C 2.14228 -12.96579 29.33092
C -1.90238 -19.00494 27.81045
C -2.88349 -13.03383 29.11949
C 2.67090 -19.77413 30.30237
C -8.23994 -13.33501 29.44046
C 3.81684 -13.10062 33.71106
C 1.26997 -20.05728 30.62198
C -5.42526 -19.61165 35.00498
C 2.63579 -14.06252 30.08127
C 5.30310 -13.24738 35.38919
C 2.25626 -13.37817 27.99687
C 3.03536 -20.53461 34.81855
C 0.79856 -18.94354 31.27676
C -6.06862 -14.64874 28.88055
C 0.49573 -11.09602 36.41201
C 0.42214 -21.95096 37.74342
C 0.37446 -11.08408 38.60361
C -5.49531 -18.37196 35.58992
H -2.29622 -23.60004 36.92711
H -2.38992 -17.03709 28.79096
H 0.81477 -21.01782 30.43075
H 4.07435 -17.99750 33.39971
H -4.31781 -10.80063 38.71117
H 3.93512 -17.99258 30.73381
H -0.03930 -9.35272 37.55368
H 5.47250 -18.13708 34.42597
H -6.49670 -12.29933 28.68718
H 2.13921 -20.33464 34.23116
H 2.74002 -14.07331 31.15618
H -4.72239 -20.21805 32.91217
H 3.84371 -14.25886 36.80761
H -3.37549 -14.09954 36.35233
H 4.48820 -20.26422 33.16717
H -1.98597 -19.84789 28.48042
H 2.59505 -17.51649 34.92188
H -1.04064 -20.21553 26.42610
H -8.95219 -13.88622 28.82649
H -0.76158 -18.11045 24.98983
H 0.47958 -24.64273 37.42222
H -2.01430 -12.18534 37.55395
H -3.12198 -13.03283 32.35563
H 1.78971 -12.97179 27.11167
H -4.99515 -11.67549 31.12766
H -0.89893 -25.10563 38.32372
H 0.74558 -23.21800 39.45448
H -1.73688 -14.02975 30.52947
H -2.38754 -13.47233 28.26618
H 3.50220 -15.97020 29.35070
H 1.30563 -13.17538 36.24098
H -4.85719 -13.29260 36.51535
H -5.81491 -18.17173 36.60193
H -8.77229 -12.38492 29.39519
H -1.91425 -16.03367 26.46751
H 0.58590 -20.91084 38.02522
H 1.80629 -12.01668 29.72170
H 0.97127 -13.23003 38.74325
H -0.21062 -18.80484 31.63554
H -5.18984 -14.49412 29.50661
H 1.75942 -17.11707 31.75935
H 2.34028 -14.07451 34.85080
H -7.21644 -13.19778 27.58309
H 3.33584 -20.42479 29.75383
H -2.76825 -10.92161 39.26251
H -3.08346 -11.39116 36.56026
H -8.54284 -14.25966 31.52585
H -4.44051 -12.75263 40.52644
H -4.37896 -11.69979 28.36705
H -4.59955 -16.43116 34.86587
H 6.18022 -13.12903 36.00811
H 2.95805 -21.57278 35.14151
H 5.22270 -20.38319 34.63953
H 3.70044 -17.15077 36.13562
H 0.33234 -10.85671 35.37162
H -7.05091 -13.54764 31.38985
H -5.77198 -15.37415 28.12300
H -0.81005 -22.62566 39.33399
H -4.26630 -17.74988 32.69394
H -5.66116 -20.60128 35.36743
H 0.13670 -10.69084 39.58097
H 2.94146 -15.15279 27.03600
H -2.80082 -13.14023 40.07554
H -1.30137 -24.32198 35.67909
H 1.25712 -22.38193 37.19098
H 3.20292 -12.87587 32.85142
H 5.79953 -12.17951 33.49737
*
```

Calculated values
HOMO energy ... -7.670 eV
HOMO-LUMO gap ... 7.429 eV



Entry from the Open Molecules 2025 dataset: a structure of composition C17H25CrN3O3S (ωB97M-V/def2-TZVPD).

```
! RIJCOSX wB97M-V def2-TZVPD def2/J DEFGRID3
* xyz -1 6
Cr 0.34624 -0.45964 -0.10546
S -0.77732 -1.92423 -1.99366
O 0.54775 1.25990 -1.89701
O -1.77508 0.36260 -0.36205
O 2.11203 2.85418 -2.26643
N 0.67810 3.11614 -0.57334
N -2.36790 0.19243 -1.52935
N -0.18111 2.64659 0.44042
C -1.99278 -0.82272 -2.38103
C -2.71259 -0.86121 -3.60872
C 1.12109 -3.51937 0.84948
C 3.38201 -1.40491 1.34650
C 2.57467 2.05089 -3.35839
C 1.36541 -0.10291 2.36769
C 2.10574 1.11042 2.85180
C -0.99905 0.48078 3.27111
C 0.01194 -0.41022 2.61545
C -3.35544 1.06800 -1.83513
C -0.27789 -1.66991 2.03862
C 0.90472 -2.15481 1.43295
C -1.62652 -2.32098 2.03226
C -4.05037 1.02881 -3.01022
C 1.92504 -1.17558 1.61786
C -3.70510 0.02155 -3.92644
C 1.07383 2.30967 -1.59023
H 3.94982 -0.47152 1.36099
H 2.47140 1.00518 3.88113
H -2.41528 -1.59828 1.80477
H -1.69092 -3.09347 1.26352
H -0.99874 2.23594 -0.01140
H 1.80072 -3.49350 -0.00642
H -4.82596 1.75599 -3.19763
H 1.74284 1.76385 -3.99790
H 3.84561 -2.07110 2.08654
H -4.21844 -0.05634 -4.87688
H -1.68010 0.95690 2.55460
H 3.05814 1.15246 -2.97637
H -3.52847 1.78983 -1.05070
H 0.18663 -3.95631 0.49266
H 2.97985 1.31767 2.22923
H 1.29782 3.85430 -0.28683
H -1.87502 -2.79019 2.99270
H -2.41904 -1.64994 -4.28756
H 0.26670 1.84568 0.90161
H -0.52051 1.28519 3.83564
H 1.48730 2.01284 2.83586
H 1.55156 -4.21761 1.57936
H 3.28541 2.67405 -3.89473
H -1.63207 -0.06944 3.97452
H 3.55336 -1.85764 0.36658
*
```

Calculated values
HOMO energy (alpha / beta) ... -1.495 / -3.549 eV
⟨S²⟩ ... 8.76
HOMO-LUMO gap (alpha / beta) ... 4.387 / 6.380 eV
ΔE to the lowest compared entry with this formula, charge and spin ... 18.8 kcal per mole